(1)
DFT (ωB97M-V/def2-TZVPD) results for a molecular structure, C42H38ClInN5O9S in a non-equilibrium geometry.

Geometry as ORCA input:
```
! RIJCOSX wB97M-V def2-TZVPD def2/J DEFGRID3
* xyz -1 1
In -0.80502 -0.95917 -0.91040
N 0.11272 -2.46602 0.62641
C -0.63876 -3.71485 0.59122
C -1.09911 -4.01755 -0.85511
O -1.14804 -5.18785 -1.20837
O -1.45141 -2.99182 -1.53363
H 1.04373 -2.56765 0.22939
H 0.20357 -2.09502 1.56367
H -1.55064 -3.59335 1.18018
H -0.08136 -4.57712 0.95890
O 4.27484 -4.10358 -4.18275
C 5.04251 -4.15211 -3.11946
O 6.13243 -4.68037 -3.13517
C 4.50026 -3.51914 -1.88009
C 5.18487 -3.39620 -0.68352
Cl 6.76930 -3.92919 -0.38032
N 4.35927 -2.78853 0.21846
N 3.17563 -2.52179 -0.36166
C 3.22931 -2.94694 -1.60355
C 2.09159 -2.61063 -2.54406
O 2.27138 -2.86323 -3.75308
O 1.08596 -2.02193 -2.08185
C 4.56902 -2.28387 1.54065
C 3.54588 -1.52333 2.10410
C 3.70149 -0.96699 3.36054
C 4.88035 -1.14275 4.06828
C 5.90034 -1.89065 3.50514
C 5.75035 -2.46996 2.25386
H 3.42985 -3.55449 -4.02331
H 2.65438 -1.33283 1.53033
H 2.90323 -0.35696 3.76257
H 5.01058 -0.68788 5.04187
H 6.83641 -2.02042 4.03291
H 6.55572 -3.04956 1.84520
C -3.44981 3.91525 -3.00193
C -2.16861 3.56216 -2.53290
C -1.90168 2.27743 -2.14619
C -2.89034 1.26143 -2.22148
C -2.63566 -0.09583 -1.86902
C -3.65265 -1.01319 -1.96915
C -4.94479 -0.63643 -2.39267
C -5.21441 0.65850 -2.72777
C -4.19378 1.63350 -2.66908
C -4.43944 2.97546 -3.05022
H -3.64977 4.93459 -3.31037
H -1.39479 4.31912 -2.48014
H -0.92280 2.00661 -1.77722
H -3.45959 -2.04775 -1.71961
H -5.72695 -1.38541 -2.43890
H -6.20684 0.96086 -3.04380
H -5.43511 3.24035 -3.38999
C 3.09148 2.57604 -2.35692
C 2.03305 2.19947 -3.38676
S 1.53817 0.46901 -3.03807
O 0.62057 0.70244 -1.86292
C 0.41715 0.25029 -4.45998
C 1.18456 -0.15903 -5.70662
H 3.30886 3.64410 -2.38478
H 4.01808 2.02990 -2.53858
H 2.73631 2.32631 -1.35456
H 2.41264 2.25575 -4.40787
H 1.13278 2.80403 -3.27326
H -0.14071 1.17918 -4.58200
H -0.25556 -0.54575 -4.13676
H 1.92435 0.59353 -5.98650
H 0.49715 -0.28983 -6.54229
H 1.70421 -1.10066 -5.52743
O 1.63383 1.70521 1.09258
C 0.56124 1.30164 1.48664
N -0.02108 1.68787 2.69918
C -1.41841 1.27352 2.75145
C -1.42216 0.28508 1.56130
O -2.32813 -0.49988 1.29626
N -0.26969 0.37566 0.88748
C -1.79888 0.52617 4.01412
C -0.84991 0.10708 4.93690
C -1.23563 -0.60714 6.06403
C -2.56968 -0.91654 6.27336
C -3.52074 -0.50790 5.34795
C -3.13793 0.20393 4.22390
C -2.31902 2.47687 2.50071
C -2.87063 2.73621 1.25347
C -3.57207 3.91407 1.03376
C -3.72212 4.83834 2.05508
C -3.20174 4.56757 3.31416
C -2.50639 3.39065 3.53670
H 0.24676 2.58081 3.08056
H 0.19451 0.34040 4.77429
H -0.48670 -0.92551 6.77857
H -2.87276 -1.47335 7.15104
H -4.56678 -0.74327 5.49819
H -3.87605 0.50652 3.49270
H -2.75832 2.01968 0.45063
H -3.99598 4.10421 0.05546
H -4.25239 5.76532 1.87614
H -3.33821 5.27507 4.12273
H -2.10163 3.17398 4.51903
*
```

The HOMO-LUMO gap is 8.08 eV. The energy above the lowest of the compared OMol25 structures with the same formula, charge and spin is 22.40 kcal per mole. The LUMO energy comes out at 0.0809 Ha. For the electronic energy, the calculation gives -98587.02372 eV. The calculation puts the HOMO energy at -5.88 eV.

---

(2)
DFT (ωB97M-V/def2-TZVPD) results for C6H18Si2 in the gas phase in a non-equilibrium geometry.

Geometry as ORCA input:
```
! RIJCOSX wB97M-V def2-TZVPD def2/J DEFGRID3
* xyz 0 1
C -3.23489 0.77332 -0.71095
C -2.24954 0.09965 0.23314
C -0.89302 0.16457 -0.34829
Si 0.36941 -0.65595 0.77690
Si 0.47933 -3.02825 0.24917
C 2.01616 0.39281 0.32804
C 1.94862 1.71897 1.20664
C 2.10067 0.62703 -1.25653
H -3.44556 0.18514 -1.69982
H -4.25156 0.91923 -0.29517
H -2.84919 1.70762 -1.10438
H -2.34318 0.35960 1.31861
H -2.48740 -1.01116 0.22663
H -0.54559 1.27165 -0.30438
H -0.95373 -0.35022 -1.29513
H -0.06859 -0.64580 2.24623
H 0.60792 -3.78982 1.54814
H -0.85941 -3.23665 -0.48411
H 1.62936 -3.34383 -0.61033
H 2.98991 -0.11989 0.54814
H 1.70716 1.43841 2.35038
H 2.88585 2.37170 1.08082
H 1.04888 2.17592 0.78543
H 1.11790 0.60615 -1.62575
H 2.63838 -0.19194 -1.63382
H 2.64211 1.56175 -1.52962
*
```

The HOMO-LUMO gap is 10.19 eV. The energy above the lowest of the compared OMol25 structures with the same formula, charge and spin is 70.02 kcal per mole. The LUMO energy comes out at 0.0367 Ha. For the electronic energy, the calculation gives -22267.24590 eV. The calculation puts the HOMO energy at -9.19 eV. As for the SMILES: CCC[Si@@H]([SiH3])C(C)C.